Density functional theory data (the ωB97M-V functional and the def2-TZVPD basis) for a cluster of 2 separate species, C3H11NS in total at a distorted geometry.

XYZ file:
```
16
Properties=species:S:1:pos:R:3
C 2.2891 3.2818 0.6795
S 2.4845 1.6624 1.5551
C 2.0845 0.7344 0.0543
H 2.4866 3.1699 -0.3869
H 1.2153 3.5596 0.7419
H 2.7628 4.0788 1.2521
H 1.7152 -0.2353 0.3660
H 2.8970 0.8740 -0.6673
H 1.1728 1.1299 -0.4483
C -3.2983 -2.6266 -0.3649
N -1.8605 -2.9809 -0.3455
H -3.4446 -1.5368 -0.3275
H -3.7741 -2.9708 -1.2874
H -3.8068 -3.0041 0.5124
H -1.4385 -2.0988 -0.0461
H -1.4851 -3.0377 -1.2874
```

As for the highest occupied orbital energy: -0.315 Eh. Its charge is 0. The calculation puts the total energy at -573.79333 hartree. The relative energy (zero: lowest compared OMol25 entry of this formula, charge and spin) comes out at 24.0 kcal per mole.

Here are the natural (NBO) charges for atoms 1 to 2, given in e: -0.732 0.171